# 1
{
  "formula": "C27H24F2N4O3S2",
  "method": "ωB97M-V/def2-TZVPD",
  "symbols": ["O", "C", "N", "C", "C", "C", "C", "C", "C", "H", "H", "N", "C", "H", "C", "O", "C", "C", "H", "H", "H", "H", "H", "H", "H", "H", "H", "H", "C", "H", "H", "S", "C", "N", "C", "C", "C", "C", "C", "C", "C", "O", "N", "C", "C", "C", "C", "C", "C", "H", "H", "S", "C", "F", "F", "H", "H", "H", "H", "H", "H", "H"],
  "coordinates": [[0.912, 0.055, 2.433], [0.058, 0.769, 2.917], [0.015, 2.115, 2.814], [0.725, 2.931, 1.917], [0.517, 4.306, 1.975], [1.120, 5.151, 1.072], [1.948, 4.660, 0.052], [2.157, 3.277, 0.018], [1.568, 2.430, 0.934], [1.754, 1.371, 0.874], [2.780, 2.832, -0.741], [2.582, 5.540, -0.810], [1.861, 6.673, -1.360], [2.581, 7.476, -1.550], [1.188, 6.270, -2.680], [2.124, 5.782, -3.614], [2.835, 4.678, -3.095], [3.539, 5.064, -1.789], [4.226, 5.892, -1.996], [4.117, 4.234, -1.387], [2.143, 3.841, -2.913], [3.556, 4.394, -3.864], [0.433, 5.496, -2.470], [0.709, 7.129, -3.153], [1.106, 7.034, -0.665], [0.956, 6.212, 1.174], [-0.125, 4.719, 2.741], [-0.730, 2.594, 3.300], [-1.118, 0.177, 3.692], [-1.901, 0.901, 3.907], [-0.779, -0.308, 4.607], [-1.807, -1.172, 2.669], [-1.627, -0.374, 1.102], [-1.844, 0.889, 1.062], [-1.608, 1.551, -0.112], [-1.780, 2.938, -0.162], [-1.515, 3.619, -1.327], [-1.079, 2.941, -2.466], [-0.919, 1.575, -2.436], [-1.186, 0.866, -1.263], [-1.014, -0.581, -1.221], [-0.683, -1.283, -2.150], [-1.249, -1.144, 0.048], [-0.940, -2.525, 0.214], [-1.731, -3.484, -0.397], [-1.408, -4.823, -0.267], [-0.280, -5.186, 0.455], [0.507, -4.223, 1.073], [0.181, -2.887, 0.950], [0.788, -2.125, 1.417], [1.376, -4.526, 1.636], [0.179, -6.893, 0.653], [-0.157, -7.487, -1.046], [0.677, -8.491, -1.346], [-1.408, -7.972, -1.174], [-0.021, -6.669, -1.769], [-2.040, -5.570, -0.722], [-2.596, -3.187, -0.970], [-0.591, 1.022, -3.304], [-0.876, 3.489, -3.375], [-1.652, 4.690, -1.360], [-2.121, 3.452, 0.722]],
  "forces_ev_per_angstrom": [[0.247, -0.051, -0.162], [-0.206, 0.145, 0.557], [0.050, 0.365, 0.419], [0.306, 0.107, -0.171], [0.055, -0.216, 0.001], [-0.046, 0.013, -0.112], [-0.099, -0.292, 0.302], [0.003, 0.323, -0.138], [-0.113, -0.176, 0.184], [0.004, -0.047, 0.012], [0.051, -0.014, -0.088], [0.356, 0.316, -0.119], [-0.267, -0.026, -0.355], [-0.102, 0.020, 0.024], [-0.078, 0.251, 0.285], [0.043, 0.091, -0.105], [0.288, -0.144, 0.214], [-0.120, -0.161, -0.300], [0.013, -0.109, -0.016], [0.039, 0.020, -0.008], [0.062, 0.037, -0.033], [-0.024, -0.068, 0.062], [0.022, 0.066, -0.013], [-0.054, -0.040, 0.066], [0.044, 0.048, -0.005], [0.012, 0.093, 0.013], [-0.066, 0.060, 0.098], [0.015, -0.278, -0.136], [-0.251, -0.236, -0.434], [0.111, 0.051, 0.049], [0.027, 0.035, -0.009], [-0.028, -0.146, 0.396], [-0.397, 0.523, 0.538], [-0.352, -0.280, 0.347], [0.205, -0.112, -0.704], [-0.017, -0.017, -0.163], [-0.049, 0.014, 0.159], [0.064, -0.110, -0.166], [0.001, -0.045, -0.021], [-0.102, 0.434, 0.174], [0.029, -0.039, -0.157], [0.026, 0.071, -0.067], [0.084, -0.030, -0.294], [0.186, -0.616, -0.020], [0.093, 0.189, 0.120], [-0.021, 0.091, 0.018], [-0.008, -0.430, -0.028], [-0.072, -0.056, -0.065], [-0.074, 0.047, -0.171], [0.008, 0.090, 0.036], [0.141, 0.000, 0.034], [-0.022, -0.127, -0.337], [0.196, 0.936, 0.128], [0.377, -0.408, 0.045], [-0.459, -0.122, 0.007], [-0.041, -0.163, 0.215], [-0.046, -0.083, -0.006], [-0.068, 0.068, -0.065], [0.027, -0.031, -0.084], [0.023, 0.039, -0.077], [0.001, 0.092, 0.005], [-0.027, 0.037, 0.121]],
  "mulliken_charge": [-0.598, 0.332, 0.076, 0.066, -0.991, -0.339, 1.321, -0.150, -1.472, 0.561, 0.240, -0.095, -0.854, 0.321, 0.082, -0.453, -0.190, -0.990, 0.375, 0.501, 0.134, 0.387, -0.267, 0.437, 0.363, 0.433, 0.391, 0.250, -0.587, 0.372, 0.452, -0.152, 0.433, -0.462, 0.403, -0.263, -0.238, -0.653, -0.839, -0.044, 0.646, -0.653, 0.495, -1.345, -0.116, -0.759, 0.273, -0.912, 0.349, 0.498, 0.448, -0.145, 0.289, -0.238, -0.227, 0.241, 0.487, 0.488, 0.496, 0.480, 0.434, 0.480],
  "max_force_ev_per_a": 0.96,
  "smiles": "O=C(CSc1nc2ccccc2c(=O)n1-c1ccc(SC(F)F)cc1)Nc1ccc(N2CCOCC2)cc1",
  "charge": 0,
  "de_lowest_kcal_mol": 3.9
}

=====

# 2
{
  "formula": "C20H23ClN2O3S",
  "method": "ωB97M-V/def2-TZVPD",
  "symbols": ["C", "C", "C", "C", "C", "C", "C", "C", "S", "C", "C", "C", "C", "C", "O", "C", "C", "Cl", "C", "C", "C", "C", "N", "H", "H", "H", "H", "H", "H", "H", "H", "H", "H", "H", "H", "H", "H", "H", "H", "H", "H", "H", "H", "C", "N", "O", "O", "H", "H", "H"],
  "coordinates": [[-4.180, -0.545, 4.755], [-4.465, 0.764, 3.950], [-3.544, 0.763, 2.732], [-3.702, -0.232, 1.779], [-2.880, -0.251, 0.675], [-1.878, 0.667, 0.489], [-1.737, 1.630, 1.471], [-2.547, 1.701, 2.581], [-0.388, 2.789, 1.225], [0.843, 1.657, 0.581], [2.158, 1.728, 0.959], [3.075, 0.818, 0.467], [4.507, 0.928, 0.954], [5.411, 1.764, 0.052], [5.537, 1.616, -1.145], [2.616, -0.155, -0.417], [3.628, -1.176, -0.932], [3.978, -2.297, 0.480], [3.086, -2.093, -2.050], [3.121, -1.334, -3.409], [1.290, -0.198, -0.781], [0.367, 0.697, -0.296], [-1.013, 0.637, -0.663], [-4.240, -0.373, 5.835], [-4.801, -1.386, 4.435], [-3.137, -0.833, 4.572], [-5.514, 0.859, 3.664], [-4.127, 1.581, 4.599], [-4.480, -0.972, 1.948], [-3.040, -1.063, -0.036], [-2.406, 2.479, 3.328], [2.432, 2.499, 1.677], [4.472, 1.422, 1.935], [4.928, -0.064, 1.158], [6.028, 2.544, 0.562], [4.541, -0.715, -1.312], [2.105, -2.497, -1.798], [3.806, -2.914, -2.128], [3.470, -1.999, -4.203], [3.836, -0.506, -3.311], [2.152, -0.889, -3.655], [0.930, -0.965, -1.461], [-1.263, 1.477, -1.189], [-2.537, -0.575, -3.636], [-2.927, -1.726, -4.495], [-2.189, -2.020, -5.412], [-3.962, -2.292, -4.213], [-1.600, -0.171, -4.002], [-3.330, 0.165, -3.701], [-2.428, -0.944, -2.620]],
  "forces_ev_per_angstrom": [[0.300, 0.301, -0.166], [1.418, -0.640, 0.325], [-1.221, 0.013, 0.524], [-0.115, 0.368, 0.330], [-0.525, -1.536, -0.686], [-0.087, -0.051, 0.295], [1.505, 0.754, -0.559], [-0.094, 0.270, 0.302], [0.072, -0.008, 0.228], [-1.704, 0.543, 0.216], [0.208, 0.390, 0.440], [0.154, 0.346, 0.089], [-0.294, 0.345, 0.357], [0.512, -0.252, -0.633], [-0.379, -0.016, 0.876], [1.473, -0.230, -0.225], [-1.551, -0.885, -0.263], [0.284, 0.191, -0.176], [0.963, 0.578, -0.466], [-0.061, 0.040, 0.692], [-0.474, -0.776, -0.630], [0.500, 0.217, 0.147], [-0.528, 0.118, -0.026], [-0.420, -0.179, -0.209], [-0.022, 0.165, 0.228], [-0.206, 0.002, 0.034], [0.128, 0.133, 0.147], [-0.542, 0.128, -0.225], [0.145, -0.015, -0.306], [0.244, 0.276, -0.074], [0.058, -0.116, -0.135], [0.147, -0.197, -0.114], [0.092, -0.043, -0.222], [0.155, 0.228, -0.346], [-0.269, -0.237, -0.048], [0.067, -0.039, 0.611], [0.207, -0.091, -0.039], [-0.316, -0.026, 0.125], [-0.270, 0.190, -0.003], [-0.109, -0.147, -0.261], [0.153, -0.160, -0.125], [0.046, 0.137, 0.081], [0.321, -0.101, -0.140], [0.159, 0.107, 0.018], [0.057, 0.081, -0.027], [-0.040, -0.053, -0.002], [0.004, -0.019, -0.010], [-0.008, -0.078, -0.040], [-0.064, -0.085, 0.084], [-0.074, 0.057, 0.008]],
  "mulliken_charge": [-1.104, -0.654, 0.894, -0.791, -0.370, -0.241, 0.720, -1.091, -0.346, 0.387, -0.745, 0.693, -1.256, 0.032, -0.454, 0.792, -0.093, -0.210, -0.867, -0.985, 0.204, -1.593, 0.035, 0.347, 0.282, 0.369, 0.364, 0.315, 0.357, 0.331, 0.295, 0.414, 0.417, 0.363, 0.340, 0.323, 0.518, 0.459, 0.365, 0.283, 0.230, 0.271, 0.410, -0.612, 0.904, -0.537, -0.539, 0.293, 0.294, 0.187],
  "total_energy_ha": -1969.4251,
  "max_force_ev_per_a": 1.80,
  "smiles": "CCc1ccc2c(c1)Sc1cc(CC=O)c([C@@H](Cl)CC)cc1N2.C[N+](=O)[O-]",
  "charge": 0
}

=====

# 3
{
  "formula": "C3H9NO",
  "method": "ωB97M-V/def2-TZVPD",
  "symbols": ["O", "C", "H", "H", "C", "C", "N", "H", "H", "H", "H", "H", "H", "H"],
  "coordinates": [[4.186, -2.000, 0.409], [4.739, -1.489, 1.341], [4.870, -0.398, 1.398], [5.094, -2.097, 2.196], [-1.001, 0.022, -0.207], [-2.039, 0.651, -1.129], [-3.071, 1.444, -0.474], [-1.322, -0.877, 0.324], [-0.156, -0.330, -0.814], [-0.646, 0.807, 0.456], [-1.575, 1.266, -1.896], [-2.579, -0.113, -1.694], [-3.786, 0.914, -0.007], [-2.714, 2.198, 0.096]],
  "forces_ev_per_angstrom": [[0.042, -0.022, -0.100], [-0.272, -0.205, 0.099], [0.138, 0.089, 0.055], [0.089, 0.139, -0.056], [0.496, -0.113, -0.841], [-0.859, -0.414, 0.144], [0.011, 0.370, -0.446], [-0.364, 0.386, 0.241], [0.035, 0.205, 0.114], [0.171, -0.210, 0.350], [0.285, 0.174, 0.084], [0.137, -0.130, 0.004], [0.148, -0.065, 0.228], [-0.056, -0.201, 0.122]],
  "mulliken_charge": [-0.371, -0.058, 0.216, 0.213, -0.922, -0.348, -0.547, 0.267, 0.279, 0.270, 0.291, 0.313, 0.203, 0.195],
  "max_force_ev_per_a": 0.98,
  "smiles": "C=O.CCN",
  "charge": 0,
  "de_lowest_kcal_mol": 39.7
}

=====

# 4
{
  "formula": "C7H12FN2O",
  "method": "ωB97M-V/def2-TZVPD",
  "symbols": ["C", "C", "C", "C", "C", "C", "C", "N", "N", "O", "F", "H", "H", "H", "H", "H", "H", "H", "H", "H", "H", "H", "H"],
  "coordinates": [[-0.060, -0.380, 2.131], [-0.443, -1.622, 1.707], [0.770, -0.703, 0.166], [0.175, -2.985, -0.337], [2.515, 2.823, -0.343], [-1.655, 1.361, -2.094], [1.168, 1.461, 1.118], [0.668, 0.163, 1.171], [0.134, -1.845, 0.489], [1.843, 1.792, 0.053], [-1.097, 0.842, -0.937], [-0.385, 0.295, 3.030], [-1.056, -2.382, 2.174], [1.254, -0.461, -0.814], [0.459, -2.720, -1.333], [1.122, -3.478, -0.006], [-0.530, -3.751, -0.120], [2.874, 2.734, -1.386], [2.556, 3.779, 0.354], [-1.037, 2.151, -2.360], [-2.644, 1.675, -1.750], [-1.762, 0.478, -2.814], [1.147, 2.116, 2.059]],
  "forces_ev_per_angstrom": [[-2.539, 0.757, 3.688], [-0.270, -0.732, 0.728], [0.948, -0.334, -1.793], [3.225, -1.801, 0.872], [0.470, 2.692, 0.839], [-2.022, -2.629, 0.266], [0.287, 2.334, 2.118], [1.540, 0.811, -2.534], [-0.336, 3.155, 0.468], [-0.739, -1.679, 0.024], [0.719, -0.590, 0.881], [0.712, -1.909, -1.826], [0.164, 0.263, 0.044], [-0.563, -0.511, 1.352], [-0.919, 0.093, -0.846], [-0.451, -0.126, -0.257], [-1.235, 0.022, -0.386], [-0.206, 0.295, 1.025], [0.006, -2.188, -1.729], [0.878, 1.380, -1.155], [0.019, 0.291, -0.686], [0.299, 1.623, 0.602], [0.011, -1.216, -1.695]],
  "mulliken_charge": [-0.209, -0.486, -0.229, -0.780, -0.294, -0.444, -0.145, 0.268, 0.192, -0.187, -0.195, 0.325, 0.430, 0.320, 0.273, 0.402, 0.329, 0.295, 0.234, 0.234, 0.198, 0.198, 0.272],
  "max_force_ev_per_a": 4.54,
  "charge": 1,
  "de_lowest_kcal_mol": 59.2
}